[1]
Formula: C4H4O3
Source: the OMol25 dataset
Level of theory: ωB97M-V with the def2-TZVPD basis set

Values from the calculation:
* charge: 0
* multiplicity: 1
* HOMO: -9.79 eV
* orbital gap: 0.3209 hartree
* SMILES: CC(=O)C(=O)C=O
* E: -380.49916 a.u.
* energy above the lowest of the compared OMol25 structures with the same formula, charge and spin: 30.0 kcal/mol

```
11
Properties=species:S:1:pos:R:3:forces:R:3:lowdin_charge:R:1
O 0.856335 0.817986 -1.672535 -0.1454 -0.2470 0.4419 0.131
O -2.185791 -0.003444 -0.108486 0.2996 0.3913 0.3680 0.099
O 0.482265 1.729052 1.239344 -0.2617 -0.3958 -0.3519 0.146
C 0.949259 -1.214121 -0.377396 0.0217 -0.0385 -0.0636 0.007
C -0.095115 0.988380 0.480649 0.2332 0.3423 0.2611 -0.276
C -1.604011 0.778746 0.600956 -0.3455 -0.3075 -0.2353 -0.148
C 0.608867 0.223624 -0.650707 0.2101 0.0986 -0.3267 -0.378
H 1.628514 -1.279620 0.480691 -0.1047 0.0377 -0.0957 0.099
H -2.094337 1.378495 1.391500 0.0338 -0.0400 -0.0931 0.136
H 0.034809 -1.763605 -0.125830 0.1205 0.0851 -0.0241 0.092
H 1.419205 -1.655493 -1.258185 -0.0616 0.0738 0.1194 0.093
```
Forces are in eV/Å.

[2]
Formula: C4H4O3
Source: the OMol25 dataset
Level of theory: ωB97M-V with the def2-TZVPD basis set

Values from the calculation:
* charge: 0
* multiplicity: 1
* HOMO: -9.23 eV
* orbital gap: 0.3563 hartree
* E: -380.38991 a.u.
* energy above the lowest of the compared OMol25 structures with the same formula, charge and spin: 98.6 kcal/mol

```
11
Properties=species:S:1:pos:R:3:forces:R:3:lowdin_charge:R:1
O 1.937860 0.945856 0.580648 0.0174 0.1208 0.0827 0.152
O 0.432119 -0.420097 -0.691471 -0.2558 0.1868 0.2408 0.011
O 1.157580 0.071451 2.647474 0.2853 0.0383 -0.6596 0.160
C 1.393578 0.104741 1.486530 0.0791 -0.0943 0.6942 -0.456
C -0.617502 0.004878 0.001008 -0.1780 -0.0423 -0.3517 -0.028
C -1.812085 0.116835 -0.861311 0.0050 -0.0341 0.0152 -0.085
C 1.563733 -0.393510 0.135595 0.1272 -0.2114 0.0003 -0.175
H -1.736077 -0.232249 -1.897204 0.0878 0.0126 0.1297 0.080
H -2.070002 1.185059 -0.831411 -0.0173 -0.1147 -0.0478 0.093
H -2.626617 -0.380312 -0.323191 0.0137 0.0617 -0.1343 0.084
H 2.377417 -1.002648 -0.246667 -0.1642 0.0766 0.0304 0.164
```
Forces are in eV/Å.

[3]
Formula: C4H4O3
Source: the OMol25 dataset
Level of theory: ωB97M-V with the def2-TZVPD basis set

Values from the calculation:
* charge: 0
* multiplicity: 1
* HOMO: -8.21 eV
* orbital gap: 0.3063 hartree
* E: -380.30517 a.u.
* energy above the lowest of the compared OMol25 structures with the same formula, charge and spin: 151.8 kcal/mol

```
11
Properties=species:S:1:pos:R:3:forces:R:3:lowdin_charge:R:1
O -0.517776 -1.803140 -0.728705 0.5516 1.7344 -0.0279 -0.010
O 1.299202 1.157861 0.354107 0.0842 3.6043 0.5015 0.032
O -3.308512 0.895471 -0.468094 1.1242 0.3162 0.5300 0.073
C -2.277195 1.028139 0.070629 1.3389 -2.2771 -0.2899 -0.025
C 2.167087 0.072974 0.147037 0.7275 -1.4124 -3.6003 -0.059
C 0.690196 0.056758 0.005946 1.1224 -2.4077 -0.2905 -0.327
C -0.459991 -0.537357 -0.145194 -2.2993 0.9879 -0.4309 -0.089
H -1.210309 -2.300713 -0.329046 -0.8420 -0.5154 0.5715 0.071
H -1.914957 1.725223 0.864970 -0.2332 -0.1516 -0.5325 0.100
H 2.924746 -0.011706 -0.789431 -2.1727 0.7948 2.0207 0.160
H 2.607512 -0.283512 1.017783 0.5984 -0.6734 1.5482 0.075
```
Forces are in eV/Å.

[4]
Formula: C4H4O3S
Source: the OMol25 dataset
Level of theory: ωB97M-V with the def2-TZVPD basis set

Values from the calculation:
* charge: 0
* multiplicity: 1
* HOMO (alpha / beta): -8.98 / -9.68 eV
* orbital gap (alpha / beta): 0.2912 / 0.3148 hartree
* E: -778.55681 a.u.
* energy above the lowest of the compared OMol25 structures with the same formula, charge and spin: 117.6 kcal/mol

```
12
Properties=species:S:1:pos:R:3:forces:R:3:lowdin_charge:R:1
S 2.587349 0.381655 0.216313 0.4507 0.0665 0.2912 0.981
O -0.556190 2.300114 0.548424 -0.2846 -1.1041 -0.6813 0.036
O 2.155483 -0.181627 1.489349 -0.1433 -0.0313 -0.1116 -0.483
O 1.796049 -0.325205 -1.045640 -1.3192 -1.1067 0.1949 -0.404
C 0.864320 -1.316473 -0.888526 0.9949 1.4247 -0.0837 -0.073
C -1.022207 -0.102212 0.354127 0.5569 1.3427 0.4021 -0.126
C -0.771783 1.350977 -0.177622 0.5329 -0.3186 0.6571 -0.263
C -0.320516 -1.315282 -0.317307 0.0168 1.9547 -0.0043 -0.104
H -2.093796 -0.181753 0.186179 -0.2639 -0.3700 0.0611 0.105
H -0.920122 -2.148963 -0.554504 -0.6115 -1.0436 0.3297 0.079
H -0.844925 1.485134 -1.267986 -0.0094 0.0116 -0.1605 0.124
H -0.873660 0.053639 1.457198 0.0796 -0.8259 -0.8947 0.129
```
Forces are in eV/Å.

[5]
Formula: C4H4O3Si
Source: the OMol25 dataset
Level of theory: ωB97M-V with the def2-TZVPD basis set

Values from the calculation:
* charge: 0
* multiplicity: 1
* HOMO: -10.83 eV
* orbital gap: 0.3197 hartree
* SMILES: O=C1C=C([SiH3])C(=O)O1
* E: -669.96987 a.u.

```
12
Properties=species:S:1:pos:R:3:forces:R:3:lowdin_charge:R:1
Si -0.282525 0.505895 0.543293 0.0779 1.4764 -1.0513 0.697
O 3.440213 -0.253985 -1.080190 2.1562 -0.0929 -0.3423 0.113
O 3.360227 -1.901323 -2.644097 -0.8306 1.1889 1.1810 0.160
O 3.176003 1.069973 0.721557 -1.1261 -0.9897 -1.4132 0.151
C 1.315010 -0.092830 -0.348173 -2.5266 -3.0077 -4.8447 -0.196
C 2.673916 0.361800 -0.125656 1.3095 0.2780 0.6942 -0.485
C 2.789436 -1.166684 -1.871328 0.0768 -0.4626 -0.7456 -0.440
C 1.348290 -1.028922 -1.552564 1.4295 4.5675 6.3480 0.133
H -1.279609 -0.451885 0.107943 -0.2266 -0.8445 0.6143 -0.085
H 0.169228 0.924593 1.874570 -0.2774 -0.6053 0.3627 -0.068
H -1.090460 1.759464 0.075222 1.2127 -0.6917 -0.0229 -0.065
H 0.563887 -1.607750 -1.904425 -1.2754 -0.8165 -0.7802 0.084
```
Forces are in eV/Å.

[6]
Formula: C4H4O5Zn
Source: the OMol25 dataset
Level of theory: ωB97M-V with the def2-TZVPD basis set

Values from the calculation:
* charge: -1
* multiplicity: 2
* HOMO (alpha / beta): -2.51 / -4.86 eV
* orbital gap (alpha / beta): 0.2201 / 0.2973 hartree
* E: -2310.31183 a.u.
* energy above the lowest of the compared OMol25 structures with the same formula, charge and spin: 44.6 kcal/mol

```
14
Properties=species:S:1:pos:R:3:forces:R:3:lowdin_charge:R:1
Zn -0.654070 0.473802 2.744836 -0.3865 0.5917 1.8956 0.557
O 0.938523 -0.094150 -0.183373 0.6059 0.0138 -0.6301 -0.043
O 1.032464 3.844549 2.287456 -1.4227 -2.2604 -0.3247 0.008
O -0.364791 1.436227 1.135810 -0.3327 -3.5737 -2.9279 -0.456
O -1.250589 -0.210654 -0.554612 -0.4638 0.3167 -0.3780 -0.037
O -0.427210 -0.870937 1.463871 -0.1052 -1.4558 -0.5806 -0.254
C 0.329902 2.926998 2.424658 1.6891 3.2624 1.1491 -0.092
C 0.824272 -1.008559 -1.255522 0.0212 0.0739 0.2614 -0.173
C -0.694653 -1.073268 -1.527405 -0.0111 0.1178 0.1797 -0.172
C -0.304397 -0.020440 0.469745 0.4596 2.7796 1.1944 -0.782
H -0.965912 -0.697983 -2.522945 0.0409 -0.0753 0.1615 0.110
H -1.087222 -2.094556 -1.409106 0.0801 0.1618 -0.0208 0.112
H 1.394351 -0.620892 -2.109261 -0.0775 -0.0851 0.1314 0.110
H 1.229330 -1.990137 -0.964152 -0.0973 0.1324 -0.1111 0.112
```
Forces are in eV/Å.

[7]
Formula: C4H4OS
Source: the OMol25 dataset
Level of theory: ωB97M-V with the def2-TZVPD basis set

Values from the calculation:
* charge: 0
* multiplicity: 1
* HOMO (alpha / beta): -8.54 / -8.54 eV
* orbital gap (alpha / beta): 0.2786 / 0.2786 hartree
* E: -628.02467 a.u.
* energy above the lowest of the compared OMol25 structures with the same formula, charge and spin: 132.0 kcal/mol

```
10
Properties=species:S:1:pos:R:3:forces:R:3:lowdin_charge:R:1
S -2.872995 0.084452 -0.297705 0.3424 2.0411 -0.2531 0.640
O -1.377796 -0.566807 -0.121301 2.2529 -0.7502 1.0024 -0.584
C -0.987182 2.223451 -0.284193 -0.6993 -0.5633 -0.3268 0.176
C -0.212098 -0.035865 0.049087 -0.4896 -1.3080 -1.3266 -0.408
C 0.029786 1.351794 -0.207080 -2.6935 -0.0357 0.6761 -0.219
C 0.875703 -1.036835 0.277135 2.2509 0.4652 -2.9031 -0.005
H 0.704867 -1.803118 0.983295 -0.2978 -0.2161 1.4001 0.067
H 1.090555 -1.715283 -0.656126 -0.7884 1.5402 1.1099 0.136
H 1.846502 -0.457133 0.363506 -1.0834 -0.9490 0.5266 0.104
H 0.902659 1.955344 -0.106618 1.2058 -0.2242 0.0947 0.093
```
Forces are in eV/Å.

[8]
Formula: C4H4OS
Source: the OMol25 dataset
Level of theory: ωB97M-V with the def2-TZVPD basis set

Values from the calculation:
* charge: 0
* multiplicity: 3
* HOMO (alpha / beta): -7.11 / -9.54 eV
* orbital gap (alpha / beta): 0.2543 / 0.2929 hartree
* E: -628.02406 a.u.
* energy above the lowest of the compared OMol25 structures with the same formula, charge and spin: 50.9 kcal/mol

```
10
Properties=species:S:1:pos:R:3:forces:R:3:lowdin_charge:R:1
S -1.797035 0.051226 -0.498588 -0.1772 -1.1363 -0.8545 0.859
O -2.546186 0.110912 0.775790 -0.9902 0.5270 1.1411 -0.522
C 0.717123 -0.817899 0.008798 0.0384 -0.9249 0.1738 -0.172
C 1.114953 0.588997 0.090713 0.6839 -0.1990 1.0269 -0.221
C 0.254247 1.532848 -0.054446 0.4701 -0.9163 -0.0299 0.052
C -0.562191 -1.197202 -0.157835 -0.5559 -0.9559 -2.3775 -0.328
H 2.127345 0.855231 0.447542 -0.1812 -0.3941 -0.4598 0.113
H -1.045094 -2.161668 -0.583497 1.6635 1.0731 1.5598 0.097
H 0.161414 2.529308 -0.153808 -0.2481 3.1548 -0.0038 0.016
H 1.575422 -1.491756 0.125329 -0.7033 -0.2285 -0.1759 0.106
```
Forces are in eV/Å.

[9]
Formula: C4H4OS2
Source: the OMol25 dataset
Level of theory: ωB97M-V with the def2-TZVPD basis set

Values from the calculation:
* charge: 0
* multiplicity: 1
* HOMO: -8.84 eV
* orbital gap: 0.3138 hartree
* SMILES: S=C1SC[C@@H]2O[C@@H]12
* E: -1026.23844 a.u.
* energy above the lowest of the compared OMol25 structures with the same formula, charge and spin: 110.5 kcal/mol

```
11
Properties=species:S:1:pos:R:3:forces:R:3:lowdin_charge:R:1
S 0.132622 1.556090 -0.291392 -0.6642 -1.2841 1.1681 0.875
S 2.087249 -0.560286 0.494285 3.5675 -1.2359 0.2736 0.779
O -1.416963 -1.832190 -0.093531 -0.4736 1.5869 1.0101 0.053
C -0.686791 -0.776288 0.619433 1.1120 -1.5674 -1.6791 -0.335
C 0.628410 -0.144794 0.302505 -2.2599 1.5930 0.5832 -1.107
C -1.643028 0.920026 -0.529827 -2.9548 4.1608 0.1754 -0.388
C -1.337121 -0.449205 -0.620743 2.8737 -4.1419 -2.1921 -0.409
H -1.780919 1.429714 -1.500530 -1.1535 -0.2703 0.5140 0.069
H -2.465000 1.131885 0.301783 1.9627 0.1520 -1.7507 0.153
H -1.143546 -0.504548 1.521702 -0.6414 0.4700 1.1569 0.142
H -0.561581 -0.630812 -1.449199 -1.3684 0.5369 0.7405 0.168
```
Forces are in eV/Å.

[10]
Formula: C4H4OS3
Source: the OMol25 dataset
Level of theory: ωB97M-V with the def2-TZVPD basis set

Values from the calculation:
* charge: 0
* multiplicity: 1
* HOMO: -9.14 eV
* orbital gap: 0.2685 hartree
* SMILES: O=C(C=S)[C@H](S)C=S
* E: -1424.51477 a.u.
* energy above the lowest of the compared OMol25 structures with the same formula, charge and spin: 56.1 kcal/mol

```
12
Properties=species:S:1:pos:R:3:forces:R:3:lowdin_charge:R:1
S 1.906655 -0.941562 -1.023035 -0.1865 0.5925 -2.1071 0.796
S -2.812307 0.389080 -0.927562 1.0217 -1.1670 1.7153 0.741
S 0.498069 2.849626 0.037380 0.8942 -2.9552 0.4291 0.622
O -0.153568 -1.704841 1.042081 -0.3306 0.6247 -0.5013 0.074
C -0.547491 -0.819363 0.335181 -0.0702 1.4992 -0.8908 -0.407
C 0.493018 0.111524 -0.578182 -0.2285 -1.4272 2.1679 -0.683
C 1.062134 1.256704 0.184485 2.2906 3.1546 1.3673 -0.693
C -2.081433 -0.446609 0.286795 0.7543 0.4327 -0.9227 -0.525
H 0.012262 0.643168 -1.376823 -0.5152 -0.7463 -0.8598 0.045
H 2.171601 1.088247 0.723180 -3.3032 0.2664 -1.1355 0.114
H 2.008883 -1.576599 0.101437 -0.1424 -0.5096 1.2590 -0.149
H -2.557818 -0.849375 1.195060 -0.1842 0.2352 -0.5214 0.065
```
Forces are in eV/Å.